1.
This record from the Open Molecules 2025 dataset describes 10 unconnected molecules or ions with the total composition C16H40Br12O4 at a distorted geometry. The level of theory is ωB97M-V/def2-TZVPD.

Total charge: 0
E_HOMO, eV: -9.801
E_LUMO, Eh: -0.0061
SMILES string: BrCCBr.BrCCBr.BrCCBr.BrCCBr.BrCCBr.BrCCBr.CO.CO.CO.CO
Energy, hartree: -31822.688425
Frontier orbital gap, hartree: 0.354

Each line ends with the Löwdin charge.
Positions of all 72 atoms, in Å:
Br: 2.335 3.430 -1.123  0.668
C: 2.882 3.920 0.655  -0.735
C: 3.202 5.379 0.749  -0.728
Br: 1.651 6.473 0.959  0.626
H: 3.749 3.283 0.906  0.066
H: 2.124 3.570 1.325  -0.013
H: 3.751 5.782 -0.124  0.063
H: 3.777 5.530 1.661  0.058
Br: -1.541 4.804 0.541  0.551
C: -3.225 3.768 1.007  -0.637
C: -4.402 4.520 0.394  -0.603
Br: -5.951 3.246 0.734  0.551
H: -3.128 3.777 2.097  0.055
H: -2.966 2.801 0.571  -0.029
H: -4.325 4.586 -0.693  0.048
H: -4.564 5.509 0.835  0.066
Br: 2.295 -6.343 2.110  0.584
C: 1.333 -4.610 1.985  -0.695
C: 0.145 -4.677 2.928  -0.647
Br: -1.103 -3.208 2.477  0.609
H: 1.125 -4.631 0.909  -0.034
H: 2.022 -3.803 2.295  0.022
H: 0.384 -4.476 3.954  0.015
H: -0.462 -5.583 2.799  0.048
Br: 1.507 0.889 2.049  0.729
C: -0.043 1.082 0.773  -0.589
C: -0.978 -0.072 0.882  -0.644
Br: -2.562 0.114 -0.310  0.719
H: 0.414 1.202 -0.197  -0.003
H: -0.478 2.054 1.011  0.017
H: -1.435 -0.229 1.837  0.027
H: -0.581 -1.002 0.544  -0.048
Br: 2.990 -3.238 4.982  0.764
C: 2.537 -1.597 4.296  -0.848
C: 1.815 -0.704 5.274  -0.749
Br: -0.030 -1.120 5.448  0.637
H: 2.083 -1.698 3.308  0.010
H: 3.459 -1.080 4.015  0.059
H: 1.898 0.282 4.799  0.011
H: 2.270 -0.749 6.264  0.056
Br: -1.337 -5.736 -0.547  0.641
C: -1.590 -4.478 -2.026  -0.711
C: -1.382 -3.074 -1.732  -0.658
Br: 0.516 -2.819 -1.359  0.730
H: -2.611 -4.689 -2.363  0.068
H: -1.001 -4.854 -2.876  0.067
H: -1.903 -2.779 -0.824  0.023
H: -1.667 -2.388 -2.550  0.050
C: 3.790 -1.775 -0.320  -0.189
O: 4.116 -1.539 1.019  -0.132
H: 3.011 -1.126 -0.717  0.038
H: 4.672 -1.809 -0.993  0.097
H: 3.345 -2.768 -0.287  0.053
H: 4.736 -0.811 1.077  0.075
C: -1.533 2.724 -2.722  -0.153
O: -1.848 1.864 -3.859  -0.131
H: -1.209 3.726 -3.067  0.082
H: -2.465 2.938 -2.171  0.057
H: -0.775 2.421 -1.993  0.034
H: -1.037 1.350 -3.969  0.026
C: -4.153 -0.347 -3.887  -0.130
O: -2.817 -0.876 -3.764  -0.168
H: -4.730 -1.084 -4.425  0.075
H: -4.581 -0.249 -2.890  0.061
H: -4.218 0.638 -4.353  0.079
H: -2.322 -0.153 -3.378  -0.003
C: 1.517 0.205 -3.127  -0.115
O: 0.459 0.132 -4.164  -0.152
H: 0.965 0.609 -2.275  0.042
H: 2.008 -0.776 -2.964  0.053
H: 2.156 0.972 -3.536  0.072
H: -0.085 -0.628 -3.884  0.062

---

2.
This record from the Open Molecules 2025 dataset describes 3 unconnected molecules or ions with the total composition C4H14NOS at a distorted geometry. The level of theory is ωB97M-V/def2-TZVPD.

Total charge: +1
E_HOMO, eV: -13.922
E_LUMO, Eh: -0.3751
Energy, hartree: -688.477328
ΔE to the lowest compared entry with this formula, charge and spin, kcal/mol: 179.08
Frontier orbital gap, hartree: 0.136

Each line ends with the Löwdin charge.
Positions of all 21 atoms, in Å:
C: 1.272 -0.770 -0.798  -0.315
C: 1.718 0.661 -0.974  -0.259
C: 0.871 1.793 -0.371  -0.147
S: -1.582 -0.025 0.764  1.126
C: -3.207 -0.760 0.451  -0.325
N: 0.027 -1.189 -1.557  0.024
H: 1.167 -1.152 0.239  0.095
H: 2.110 -1.371 -1.197  0.122
H: 2.825 0.772 -0.487  0.188
H: 1.794 0.741 -2.106  0.129
H: 1.018 1.971 0.760  0.092
H: 1.467 2.663 -0.710  0.085
H: -3.458 -1.492 1.215  0.058
H: -3.911 0.007 0.524  0.050
H: -3.106 -1.371 -0.432  0.073
H: -0.758 -0.540 -1.168  -0.005
H: -0.283 1.669 -0.399  0.020
H: 0.158 -0.992 -2.552  0.091
H: 0.853 0.207 3.581  0.041
H: 0.035 -0.483 2.417  -0.031
O: 0.988 -0.341 2.799  -0.111

---

3.
This record from the Open Molecules 2025 dataset describes a single C26H30N6O3 molecule at a distorted geometry. The level of theory is ωB97M-V/def2-TZVPD.

Total charge: 0
E_HOMO, eV: -8.845
E_LUMO, Eh: 0.0251
SMILES string: CN(C[C@H](Cc1ccccc1)N(C[C@H](c1ccccc1)N(CCc1ccccc1)N=O)N=O)N=O
Energy, hartree: -1562.824715
ΔE to the lowest compared entry with this formula, charge and spin, kcal/mol: 164.77
Frontier orbital gap, hartree: 0.350

Each line ends with the Löwdin charge.
Positions of all 65 atoms, in Å:
C: -0.097 -2.200 -2.686  -0.012
N: -0.950 -1.032 -2.733  -0.182
C: -0.408 0.298 -2.875  -0.079
C: 0.099 1.010 -1.612  -0.219
C: 1.304 0.343 -0.923  -0.083
C: 2.569 0.541 -1.709  -0.221
C: 3.247 -0.532 -2.268  -0.043
C: 4.413 -0.330 -2.989  -0.083
C: 4.912 0.950 -3.155  -0.094
C: 4.250 2.025 -2.586  -0.077
C: 3.087 1.822 -1.866  -0.041
N: -0.929 1.357 -0.634  -0.080
C: -2.129 0.607 -0.348  -0.095
C: -1.904 -0.718 0.390  -0.197
C: -3.182 -1.361 0.890  -0.171
C: -3.068 -2.588 1.540  -0.025
C: -4.184 -3.236 2.032  -0.071
C: -5.438 -2.671 1.876  -0.086
C: -5.562 -1.460 1.220  -0.074
C: -4.444 -0.805 0.731  -0.029
N: -0.955 -0.598 1.502  -0.077
C: -1.237 0.327 2.579  -0.115
C: -0.079 0.420 3.576  -0.126
C: 1.149 1.022 2.942  -0.245
C: 1.168 2.370 2.606  -0.062
C: 2.270 2.928 1.983  -0.092
C: 3.373 2.142 1.692  -0.100
C: 3.371 0.802 2.041  -0.083
C: 2.267 0.246 2.665  -0.061
N: 0.077 -1.360 1.618  -0.031
O: 0.315 -2.165 0.711  -0.081
N: -0.856 2.487 0.020  -0.040
O: 0.098 3.226 -0.207  -0.053
N: -2.250 -1.111 -2.821  -0.085
O: -2.763 -2.227 -2.760  -0.046
H: -0.677 -3.033 -3.089  0.088
H: 0.792 -2.031 -3.289  0.088
H: 0.188 -2.452 -1.662  0.073
H: -1.199 0.908 -3.322  0.135
H: 0.439 0.260 -3.567  0.137
H: 0.451 1.997 -1.957  0.136
H: 1.130 -0.717 -0.757  0.079
H: 1.433 0.821 0.052  0.104
H: 2.876 -1.536 -2.122  0.106
H: 4.932 -1.174 -3.417  0.102
H: 5.820 1.108 -3.718  0.100
H: 4.644 3.024 -2.700  0.103
H: 2.582 2.659 -1.406  0.111
H: -2.663 0.384 -1.278  0.111
H: -2.738 1.277 0.264  0.123
H: -1.414 -1.437 -0.281  0.123
H: -2.096 -3.046 1.653  0.112
H: -4.073 -4.187 2.532  0.105
H: -6.313 -3.176 2.255  0.102
H: -6.537 -1.017 1.082  0.104
H: -4.579 0.132 0.214  0.106
H: -2.152 -0.003 3.087  0.134
H: -1.418 1.315 2.143  0.108
H: 0.149 -0.573 3.962  0.112
H: -0.411 1.050 4.404  0.123
H: 0.311 2.991 2.825  0.116
H: 2.260 3.972 1.714  0.106
H: 4.230 2.570 1.195  0.102
H: 4.229 0.185 1.818  0.106
H: 2.268 -0.801 2.926  0.108